Formula: C25H31Cl7N2O3PSiV
Source: the Open Molecules 2025 dataset
Level of theory: ωB97M-V/def2-TZVPD

The geometry in XYZ format:
```
71
Properties=species:S:1:pos:R:3:mulliken_charge:R:1
V 0.889 -1.706 -0.198 -0.193
Cl 1.790 -2.255 2.176 -0.284
C 0.276 -3.154 2.013 1.477
C -0.420 -2.958 0.819 -0.555
C -1.572 -3.695 0.572 0.403
Cl -2.699 -3.477 -0.754 -0.271
C -1.906 -4.721 1.510 0.415
Cl -3.086 -5.908 1.178 -0.173
C -1.179 -4.933 2.707 -0.044
Cl -1.571 -6.257 3.707 -0.127
C -0.128 -4.051 2.992 0.128
Cl 0.566 -3.997 4.589 -0.155
Cl 5.894 -0.899 -0.762 -0.077
C 4.527 -0.939 0.234 0.582
Cl 3.259 -2.162 -0.635 -0.227
H 4.045 0.024 0.263 -0.496
H 4.735 -1.409 1.225 0.406
C -3.102 3.010 0.810 -1.713
C -2.416 1.901 -0.090 2.220
C -3.230 0.578 -0.157 -1.335
C -2.099 2.375 -1.502 -1.505
Si -0.723 1.377 0.650 -2.454
O -0.251 -0.064 0.059 1.993
C 0.736 2.631 0.320 0.092
C 2.057 2.154 0.524 0.618
C 3.211 2.964 0.456 -0.968
C 3.018 4.316 0.233 -0.346
C 1.770 4.846 0.006 -0.971
C 0.642 4.068 0.118 -0.303
C -0.784 1.237 2.518 1.061
C -1.608 0.255 3.177 -0.226
C -1.900 0.372 4.538 -0.767
C -1.424 1.447 5.285 -0.705
C -0.546 2.340 4.676 -0.686
C -0.221 2.218 3.325 -0.200
H -3.573 3.748 0.178 0.453
H -2.373 3.566 1.415 0.319
H -3.827 2.606 1.496 0.382
H -4.267 0.701 -0.501 0.491
H -3.181 0.107 0.812 0.279
H -2.741 -0.099 -0.895 0.020
H -2.940 2.163 -2.177 0.486
H -1.287 1.774 -1.959 0.089
H -1.817 3.428 -1.544 0.352
H 2.230 1.118 0.877 0.244
H 4.231 2.562 0.597 0.308
H 3.892 4.953 0.231 0.395
H 1.708 5.863 -0.367 0.389
H -0.287 4.585 0.137 0.393
H -1.947 -0.599 2.581 0.229
H -2.588 -0.377 4.917 0.421
H -1.746 1.557 6.292 0.443
H -0.186 3.128 5.325 0.413
H 0.497 2.941 2.884 0.248
N -1.778 -2.131 -3.939 -0.121
C -0.523 -1.434 -4.366 -1.011
P 0.874 -1.783 -3.236 1.564
O 1.202 -0.423 -2.667 -1.000
O 0.500 -2.742 -2.141 -0.838
C 2.290 -2.328 -4.204 -0.904
N 3.268 -1.143 -4.100 -0.192
H -2.486 -1.418 -3.681 0.389
H -1.613 -2.614 -3.068 0.051
H -2.171 -2.809 -4.611 0.395
H -0.681 -0.346 -4.252 0.378
H -0.383 -1.625 -5.465 0.486
H 2.073 -2.562 -5.252 0.457
H 2.757 -3.242 -3.792 0.355
H 4.172 -1.514 -3.815 0.349
H 2.878 -0.538 -3.337 0.297
H 3.275 -0.596 -4.958 0.376
```

Its net charge is +2. The gap between HOMO and LUMO (spin up / spin down) comes out at 6.232 / 6.436 eV. The strongest force on any atom is 4.47 eV Å⁻¹. The energy above the lowest of the compared OMol25 structures with the same formula, charge and spin is 0.000 eV. The multiplicity is 3. The value obtained for the calculated total energy is -166049.213 eV.